C3H7FN3 as an isolated structure in a non-equilibrium geometry, computed with ωB97M-V/def2-TZVPD.

```
14
Properties=species:S:1:pos:R:3:mulliken_charge:R:1
C 0.1359 0.0486 0.1038 0.834
C -2.1954 -0.2616 -0.3007 0.375
C 1.2471 -0.9870 -0.0214 -1.120
N -2.2048 1.0944 -0.4257 -0.451
N -0.8011 -0.0096 -0.8224 -0.331
N 0.2337 0.9265 1.0225 -0.362
F -2.1628 -0.7554 0.9093 -0.252
H -2.7025 -1.0498 -1.0517 0.368
H 1.0541 -1.9619 -0.4489 0.326
H 2.2845 -0.6965 -0.3096 0.336
H 1.3006 -1.1677 1.0771 0.352
H -2.5115 1.3809 -1.3796 0.302
H 1.1703 1.0585 1.5945 0.328
H -0.4920 1.6672 1.1989 0.296
```

The charge is +1. The value obtained for the LUMO energy is -5.2 eV. Its orbital gap is 10.895 eV. As for the HOMO energy: -0.591 Eh.

=====

A 2-piece molecular cluster, C3H7FNO overall in a non-equilibrium geometry, computed with ωB97M-V/def2-TZVPD.

```
13
Properties=species:S:1:pos:R:3:mulliken_charge:R:1
C -0.6593 1.8973 0.0454 0.481
C -0.4986 -0.9931 0.8706 -0.869
C 0.7972 -0.3508 -1.0633 -0.760
N 0.2150 0.0103 0.1651 0.128
O -0.6651 2.2364 -1.0266 -0.120
F 1.2879 0.3550 1.0466 -0.198
H -1.1058 1.8832 1.0982 0.350
H -0.9762 -0.5638 1.8437 0.298
H -1.2355 -1.4564 0.1733 0.395
H 0.0854 -1.8633 1.2949 0.341
H 0.6735 -1.3780 -1.3625 0.355
H 0.1966 0.2241 -1.9052 0.273
H 1.8848 -0.0007 -1.1802 0.326
```

The charge is +1. The value obtained for the LUMO energy is -5.6 eV. Its orbital gap is 10.315 eV. As for the HOMO energy: -0.585 Eh.

=====

A 2-piece molecular cluster, C3H7FO2 overall in a non-equilibrium geometry, computed with ωB97M-V/def2-TZVPD.

```
13
Properties=species:S:1:pos:R:3:mulliken_charge:R:1
C 1.0519 1.1803 0.3121 -0.732
C -1.9064 0.1076 0.2529 -0.492
C 1.2500 -0.2460 -0.1064 0.762
O 1.6161 -0.4767 -1.3133 -0.441
O -1.1095 -0.5777 -0.5432 -0.642
F 1.3156 -1.2448 0.7708 -0.217
H -0.0002 1.3412 0.6680 0.084
H 1.6803 1.4141 1.1115 0.321
H 1.1692 1.6673 -0.7178 0.261
H -1.2392 0.6846 1.0519 0.211
H -2.4773 -0.6768 0.9159 0.196
H -2.5472 0.7974 -0.1778 0.256
H 1.2414 -1.3512 -1.7699 0.434
```

The value obtained for the LUMO energy (spin up / spin down) is -0.1 / -0.1 eV. Its orbital gap (spin up / spin down) is 7.764 / 7.767 eV. As for the HOMO energy (spin up / spin down): -0.288 / -0.288 Eh.

=====

One molecule with the formula C3H7FO2S in a non-equilibrium geometry, computed with ωB97M-V/def2-TZVPD.

```
14
Properties=species:S:1:pos:R:3:mulliken_charge:R:1
C -1.1403 -0.4878 0.9133 -1.288
C 0.7099 1.3401 0.4038 -1.298
C 0.2753 -0.1862 0.3598 0.199
O -0.8241 -0.1570 -2.2512 -0.559
O 0.2177 -2.1212 -1.3095 -0.529
F 1.6208 -0.1895 -1.8139 -0.269
S 0.1435 -0.7464 -1.3714 1.078
H -1.4336 -1.5143 0.5666 0.407
H -1.0476 -0.1925 1.9276 0.380
H -2.0110 0.1116 0.5940 0.343
H 0.0899 1.8360 -0.2690 0.370
H 1.7301 1.5463 0.1470 0.357
H 0.6713 1.6146 1.4267 0.421
H 0.9980 -0.8537 0.6761 0.387
```

The value obtained for the LUMO energy is 0.8 eV. Its orbital gap is 12.437 eV. As for the HOMO energy: -0.429 Eh.

=====

One molecule with the formula C3H7FS in a non-equilibrium geometry, computed with ωB97M-V/def2-TZVPD.

```
12
Properties=species:S:1:pos:R:3:mulliken_charge:R:1
C 1.2293 -0.3817 -0.7978 -1.019
C 0.7080 -0.0220 0.5793 -0.590
C -0.8718 0.5134 0.4669 0.050
F -0.9160 1.5705 -0.3866 -0.255
S -1.9089 -0.8550 -0.1270 -0.217
H 1.0368 0.4299 -1.4977 0.277
H 2.3024 -0.5557 -0.7568 0.321
H 0.7427 -1.2848 -1.1642 0.339
H 0.6956 -0.8745 1.2520 0.333
H 1.2644 0.8009 1.0212 0.323
H -1.2195 0.8566 1.4420 0.312
H -3.0630 -0.1977 -0.0312 0.126
```

The value obtained for the LUMO energy is 0.9 eV. Its orbital gap is 10.471 eV. As for the HOMO energy: -0.353 Eh.

=====

C3H7HgO3 as an isolated structure in a non-equilibrium geometry, computed with ωB97M-V/def2-TZVPD.

```
14
Properties=species:S:1:pos:R:3:mulliken_charge:R:1
O -0.5434 -0.7298 -1.9395 -0.778
C 0.6561 -0.8910 -1.2574 -0.236
C 0.4245 -1.1302 0.2327 -0.438
O -0.4948 -0.1533 0.7848 -0.534
C -0.0537 1.2248 0.8705 0.046
Hg -1.6744 0.4309 -1.0452 1.180
H 1.3209 -0.0117 -1.3868 0.278
H 1.2302 -1.7612 -1.6276 0.358
H 1.3568 -1.1051 0.8116 0.364
H -0.0767 -2.0912 0.3985 0.305
H 0.0380 1.4440 1.9418 0.295
H 0.9515 1.3939 0.4696 0.350
O -1.2838 1.7642 0.4248 -0.668
H -1.8511 1.6157 1.3224 0.477
```

The charge is +1. The value obtained for the LUMO energy is -5.6 eV. Its orbital gap is 8.676 eV. As for the HOMO energy: -0.526 Eh.

=====

A 3-piece molecular cluster, C3H7I2N2O overall in a non-equilibrium geometry, computed with ωB97M-V/def2-TZVPD.

```
15
Properties=species:S:1:pos:R:3:mulliken_charge:R:1
C -1.1435 1.5565 2.7264 0.403
C 2.5470 0.0861 -0.2296 -0.657
C 1.4148 -0.5802 -0.2146 0.084
N -1.6200 2.0731 3.6214 -0.151
N 0.1950 0.2269 -0.3696 -0.156
O -0.3666 1.1447 1.9809 -0.485
I 1.2116 -2.5598 0.3372 0.240
I -3.0115 -1.3176 -0.2455 -0.058
H 3.5016 -0.4977 -0.2098 0.268
H 2.5407 1.1954 -0.3646 0.238
H -2.9235 -2.5684 -1.2040 0.147
H -2.4684 2.2304 3.9869 0.263
H 0.5422 0.9307 -1.0590 0.366
H -0.3176 0.6378 0.6321 0.386
H -0.5476 -0.3816 -0.7007 0.112
```

The charge is +1. The value obtained for the LUMO energy is -3.2 eV. Its orbital gap is 9.917 eV. As for the HOMO energy: -0.481 Eh.

=====

One molecule with the formula C3H7IN2Si in a non-equilibrium geometry, computed with ωB97M-V/def2-TZVPD.

```
14
Properties=species:S:1:pos:R:3:mulliken_charge:R:1
C -0.7354 -0.2945 1.2610 -0.306
C -0.6609 -1.7718 1.6577 -0.088
C 1.2032 1.1489 -2.3006 -0.808
N -0.2135 0.0198 0.0125 -0.092
N -1.0992 -2.8213 1.0563 -0.559
Si 0.4376 1.3386 -0.6039 0.148
I 0.9327 3.5464 0.4711 -0.129
H -0.1945 0.3074 2.1156 0.243
H -0.5520 -2.0134 2.8062 0.276
H -1.8084 0.0352 1.3160 0.256
H 1.6941 2.0878 -2.6777 0.281
H 1.9540 0.2237 -2.1856 0.263
H 0.4144 0.9049 -3.0212 0.288
H -1.3722 -2.7115 0.0925 0.228
```

The value obtained for the LUMO energy is -0.4 eV. Its orbital gap is 8.742 eV. As for the HOMO energy: -0.335 Eh.

=====

Ordered energy relative to the best compared isomer or geometry (same formula, charge and spin) results: 3.1969 4.1394 3.4581 0.5836 0.0000 0.0000 1.6138 2.5515; unit eV.